{"formula": "C3H7N2O", "method": "ωB97M-V with the def2-TZVPD basis set", "total_charge": 1, "relative_energy_ev": 0.133, "e_tot_ha": -303.03512, "lumo_energy_ev": -3.0, "homo_lumo_gap_ev": 11.6, "elements": ["C", "C", "N", "C", "N", "H", "H", "H", "H", "H", "H", "H", "O"], "xyz": [[-0.5665, -1.3639, 0.2017], [0.7224, -1.0179, 0.3271], [1.0125, -0.1589, -0.7119], [-0.0768, 0.0151, -1.4317], [-1.0456, -0.7095, -0.9105], [-1.1933, -1.9110, 0.8791], [1.4230, -1.1559, 1.1304], [1.8494, 0.3561, -0.9372], [-0.1838, 0.6213, -2.3212], [-1.9816, -0.7631, -1.2867], [0.6741, 1.8123, 2.1072], [-0.5657, 2.5481, 1.4517], [-0.0681, 1.7274, 1.5021]]}

***

{"formula": "C3H8N2O2", "method": "ωB97M-V with the def2-TZVPD basis set", "relative_energy_ev": 0.945, "e_tot_ha": -379.10629, "lumo_energy_ev": 0.6, "homo_lumo_gap_ev": 10.3, "elements": ["N", "C", "O", "C", "N", "C", "O", "H", "H", "H", "H", "H", "H", "H", "H"], "xyz": [[-0.6034, -2.0072, -0.2502], [-1.2435, -0.7736, -0.2187], [-2.4461, -0.6811, -0.2160], [-0.3112, 0.4395, -0.1981], [0.5982, 0.3711, -1.3530], [0.4722, 0.4746, 1.1128], [0.6618, 1.8200, 1.5750], [0.3597, -1.9735, -0.5629], [-1.1729, -2.6625, -0.7677], [-0.9405, 1.3256, -0.1734], [1.4473, 0.8646, -1.1093], [0.1706, 0.8379, -2.1434], [-0.0524, -0.1037, 1.8765], [1.4707, 0.0289, 0.9981], [1.5896, 2.0394, 1.4302]]}

***

{"formula": "C23H28FN3O3S", "method": "ωB97M-V with the def2-TZVPD basis set", "relative_energy_ev": 1.650, "e_tot_ha": -1781.27723, "lumo_energy_ev": 0.6, "homo_lumo_gap_ev": 7.7, "elements": ["C", "C", "N", "C", "C", "C", "C", "C", "C", "N", "C", "O", "C", "C", "C", "N", "S", "O", "O", "C", "C", "C", "C", "F", "C", "C", "C", "C", "C", "C", "C", "H", "H", "H", "H", "H", "H", "H", "H", "H", "H", "H", "H", "H", "H", "H", "H", "H", "H", "H", "H", "H", "H", "H", "H", "H", "H", "H", "H"], "xyz": [[-6.5393, -2.5603, 0.3007], [-6.8126, -1.4142, -0.6763], [-6.1720, -0.1717, -0.3046], [-6.9991, 0.8360, 0.3142], [-7.1890, 0.6534, 1.8234], [-4.7989, -0.0604, -0.3214], [-3.9973, -0.9719, -1.0219], [-2.6272, -0.8371, -1.0693], [-1.9846, 0.2105, -0.4204], [-0.5896, 0.3644, -0.4378], [0.3432, -0.3426, -1.1260], [0.1048, -1.2702, -1.8776], [1.7466, 0.1247, -0.8934], [2.6690, -0.1975, -1.7987], [4.1069, 0.1871, -1.7010], [4.3273, 1.1072, -0.6121], [5.8657, 1.7078, -0.4608], [6.2837, 2.1355, -1.7603], [5.8513, 2.6450, 0.6216], [6.8491, 0.2834, 0.0186], [7.4347, -0.4922, -0.9646], [8.1312, -1.6348, -0.6092], [8.2156, -1.9655, 0.7336], [8.8868, -3.0755, 1.0868], [7.6370, -1.1915, 1.7269], [6.9424, -0.0532, 1.3561], [3.6152, 0.7789, 0.5961], [2.1136, 0.9156, 0.3342], [-2.7572, 1.1371, 0.2901], [-2.1202, 2.2904, 1.0166], [-4.1314, 0.9854, 0.3310], [-7.0202, -3.4692, -0.0522], [-6.9254, -2.3243, 1.2886], [-5.4710, -2.7402, 0.3864], [-6.4912, -1.7059, -1.6819], [-7.8886, -1.2322, -0.7230], [-7.9791, 0.8123, -0.1732], [-6.5659, 1.8184, 0.1102], [-7.7276, 1.5033, 2.2356], [-6.2264, 0.5719, 2.3215], [-7.7607, -0.2474, 2.0308], [-4.4359, -1.7978, -1.5555], [-2.0389, -1.5500, -1.6214], [-0.2582, 1.1533, 0.0945], [2.3846, -0.7856, -2.6588], [4.7083, -0.7325, -1.5786], [4.4399, 0.6846, -2.6154], [7.3555, -0.1772, -1.9929], [8.6049, -2.2622, -1.3473], [7.7376, -1.4826, 2.7604], [6.4881, 0.5922, 2.0906], [3.8424, -0.2481, 0.9219], [3.9449, 1.4833, 1.3601], [1.8855, 1.9743, 0.1806], [1.5655, 0.5556, 1.2082], [-1.5645, 2.9290, 0.3284], [-1.4395, 1.9400, 1.7942], [-2.8827, 2.9007, 1.4937], [-4.6871, 1.7126, 0.9003]]}

***

{"formula": "C40H36ClN3O3PS3SbTi", "method": "ωB97M-V with the def2-TZVPD basis set", "total_charge": -1, "s_squared": 0.756, "relative_energy_ev": 0.403, "multiplicity": 2, "e_tot_ha": -5021.85429, "lumo_energy_ev": [2.1, 2.1], "homo_lumo_gap_ev": [5.5, 5.7], "elements": ["Ti", "S", "Sb", "S", "S", "Cl", "C", "C", "C", "C", "C", "C", "P", "C", "C", "C", "C", "C", "C", "C", "C", "C", "C", "C", "C", "H", "H", "H", "H", "H", "H", "H", "H", "H", "H", "H", "H", "H", "H", "C", "O", "C", "C", "C", "C", "C", "C", "N", "C", "N", "C", "C", "C", "C", "C", "C", "O", "C", "N", "C", "C", "C", "C", "C", "C", "O", "C", "H", "H", "H", "H", "H", "H", "H", "H", "H", "H", "H", "H", "H", "H", "H", "H", "H", "H", "H", "H", "H", "H"], "xyz": [[-0.8487, 1.4827, 1.7791], [-1.9500, 3.3585, 6.0097], [-2.5136, 3.4677, 3.8140], [-0.2619, 3.5601, 2.5773], [-2.8248, 1.0995, 3.0787], [-1.9597, 3.5542, -0.0863], [-2.8946, 2.9557, -1.4203], [-3.3119, 3.8502, -2.3978], [-4.0657, 3.3927, -3.4639], [-4.4119, 2.0487, -3.5482], [-3.9906, 1.1701, -2.5663], [-3.2056, 1.6004, -1.4943], [-2.6770, 0.4539, -0.1556], [-1.8953, -0.9505, -1.0311], [-1.6216, -1.0358, -2.3916], [-0.9668, -2.1460, -2.9124], [-0.5972, -3.1915, -2.0822], [-0.8602, -3.1119, -0.7197], [-1.4817, -1.9922, -0.1952], [-4.3359, -0.2212, 0.2299], [-4.7767, -1.4764, -0.1745], [-6.0699, -1.8939, 0.1184], [-6.9299, -1.0569, 0.8108], [-6.4949, 0.1990, 1.2151], [-5.2046, 0.6138, 0.9337], [-3.0452, 4.8945, -2.3072], [-4.3940, 4.0889, -4.2252], [-5.0172, 1.6915, -4.3712], [-4.2824, 0.1272, -2.6145], [-1.9149, -0.2347, -3.0586], [-0.7497, -2.1909, -3.9725], [-0.0893, -4.0565, -2.4898], [-0.5688, -3.9185, -0.0581], [-1.6553, -1.9223, 0.8751], [-4.1167, -2.1372, -0.7208], [-6.4004, -2.8759, -0.1969], [-7.9359, -1.3834, 1.0437], [-7.1562, 0.8514, 1.7707], [-4.8542, 1.5757, 1.2855], [4.8416, 0.6540, -1.9700], [3.9755, -0.2401, -2.6783], [3.9045, -1.4861, -2.1012], [4.7880, -2.4768, -2.4831], [4.6901, -3.7497, -1.9380], [3.6794, -4.0188, -1.0315], [2.7739, -3.0327, -0.6630], [2.8884, -1.7371, -1.1659], [2.0194, -0.6705, -0.9027], [1.3815, -0.2683, 0.2560], [1.4655, -1.0893, 1.3078], [1.2083, -0.7848, 2.6780], [0.3580, 0.2226, 3.0950], [0.2756, 0.4135, 4.4892], [0.9776, -0.3695, 5.3807], [1.7972, -1.4091, 4.9286], [1.9075, -1.6151, 3.5720], [2.6794, -2.6072, 2.9869], [3.4464, -3.4132, 3.8495], [0.7348, 0.8775, 0.2754], [1.1386, 1.8061, -0.7235], [0.3948, 2.0272, -1.8738], [0.7828, 2.9579, -2.8259], [1.9485, 3.6834, -2.6387], [2.7232, 3.4545, -1.5104], [2.3388, 2.5162, -0.5632], [3.1997, 2.2500, 0.4671], [2.7850, 2.6793, 1.7777], [5.8713, 0.2877, -2.0063], [4.5250, 0.7684, -0.9319], [4.7726, 1.6154, -2.4729], [5.5485, -2.2323, -3.2141], [5.3860, -4.5237, -2.2333], [3.5695, -5.0128, -0.6173], [1.9483, -3.2997, -0.0226], [2.0353, 0.0375, -1.6240], [2.0957, -1.8660, 1.2047], [-0.3709, 1.1942, 4.8754], [0.8854, -0.1937, 6.4459], [2.3285, -2.0309, 5.6358], [4.0044, -4.0999, 3.2160], [2.8104, -3.9843, 4.5323], [4.1460, -2.8118, 4.4370], [-0.5004, 1.4431, -2.0195], [0.1706, 3.1117, -3.7060], [2.2602, 4.4209, -3.3675], [3.6462, 3.9953, -1.3416], [3.6756, 2.6265, 2.4006], [2.0068, 2.0368, 2.1851], [2.4118, 3.7032, 1.7421]]}

***

{"formula": "C19H7BrCl10N2OsS", "method": "ωB97M-V with the def2-TZVPD basis set", "total_charge": 2, "relative_energy_ev": 11.708, "e_tot_ha": -8501.46581, "lumo_energy_ev": -8.5, "homo_lumo_gap_ev": 4.7, "elements": ["Os", "Cl", "C", "C", "C", "C", "C", "Cl", "C", "S", "H", "H", "H", "Cl", "C", "C", "C", "Cl", "C", "Cl", "C", "Cl", "C", "Cl", "Br", "C", "C", "C", "N", "C", "C", "H", "H", "H", "H", "Cl", "C", "Cl", "Cl", "C", "N"], "xyz": [[-0.1782, 1.2968, -0.1153], [0.3383, 2.9094, 1.8118], [-0.0305, 2.0038, 3.2841], [0.4169, 2.5463, 4.4716], [0.1446, 1.8547, 5.6408], [-0.5537, 0.6581, 5.5935], [-0.9900, 0.1470, 4.3820], [-1.8613, -1.3397, 4.3694], [-0.7427, 0.8159, 3.1745], [-1.3841, 0.1636, 1.6730], [0.9643, 3.4781, 4.4836], [0.4814, 2.2480, 6.5894], [-0.7689, 0.1089, 6.4993], [0.1390, -2.2169, -0.3756], [-0.5212, -1.3731, -1.7181], [-0.6688, 0.0175, -1.6928], [-1.2469, 0.5567, -2.8455], [-1.3547, 2.4783, -2.8588], [-1.6324, -0.1507, -3.9708], [-2.3393, 0.5634, -5.3624], [-1.4409, -1.5326, -3.9615], [-1.8780, -2.4614, -5.3231], [-0.8905, -2.1409, -2.8331], [-0.6635, -3.8277, -2.8305], [-3.2511, 3.6477, -4.5586], [-3.2489, 2.7117, -2.9214], [-3.9308, 2.5488, -1.8260], [-3.1314, 2.0089, -0.6548], [-1.8908, 2.0455, -0.7189], [0.9293, 2.2466, -1.0775], [-1.3602, 3.3655, -4.2354], [-4.9932, 2.7301, -1.7192], [-3.6918, 1.6131, 0.1940], [1.7504, 2.8819, -1.4087], [-0.5789, 3.9943, -4.6256], [3.8639, -2.3400, 0.6823], [3.5066, -0.9556, 1.7090], [2.9876, -1.4596, 3.3150], [4.8694, 0.1582, 1.7896], [2.3769, -0.2340, 1.1013], [1.4644, 0.2855, 0.6591]]}